153
Properties=species:S:1:pos:R:3:forces:R:3 method="wB97M-V/def2-TZVPD" lumo_ev=2.17 e_above_lowest_kcal_mol=44.0 e_homo_ev=-4.59 charge=-1
Sr 0.062593 0.734763 0.531889 -0.41 0.26 0.04
C -5.894916 -2.732340 0.218904 0.10 0.08 0.05
C -4.982724 -1.551884 0.322070 0.07 0.04 -0.04
C -5.365135 -0.247492 0.506482 0.01 0.12 0.00
C -4.165590 0.483785 0.546088 -0.10 -0.23 0.17
N -3.116517 -0.329480 0.418057 0.05 0.29 -0.43
N -3.625809 -1.578050 0.252788 -0.14 -0.13 0.19
B -2.818358 -2.888632 0.093160 0.06 0.33 0.08
N -1.774854 -3.086379 1.211189 0.07 -0.12 -0.35
N -1.077617 -2.135764 1.880259 0.16 0.12 0.28
C -0.375704 -2.788808 2.811980 -0.06 -0.26 -0.29
C -0.584417 -4.176635 2.702473 0.06 0.05 0.20
C -1.492501 -4.320797 1.684535 0.07 -0.08 0.00
C -2.099297 -5.588694 1.175220 0.05 0.10 -0.04
C 0.421305 -2.159263 3.871208 0.02 0.08 0.08
C 1.532187 -2.823340 4.387344 0.05 -0.02 -0.02
C 2.239979 -2.293645 5.453160 0.02 0.02 0.01
C 1.847090 -1.090054 6.021480 0.06 0.04 0.00
C 0.740697 -0.424935 5.516036 0.00 0.07 0.01
C 0.031541 -0.959011 4.453361 -0.03 0.01 -0.05
N -2.266863 -3.158421 -1.342364 -0.04 -0.15 0.08
N -1.121469 -2.671331 -1.901994 -0.09 -0.14 -0.27
C -0.972301 -3.349666 -3.045412 -0.12 0.02 0.35
C -2.000967 -4.286842 -3.215902 0.09 -0.01 -0.22
C -2.811608 -4.122531 -2.128015 -0.15 -0.12 0.15
C -4.097109 -4.842829 -1.875911 0.10 -0.07 -0.01
C 0.036654 -3.164163 -4.105428 0.10 -0.01 0.12
C 0.064553 -1.999770 -4.857709 0.09 0.15 -0.09
C 0.838223 -1.920661 -6.007620 0.06 0.13 0.08
C 1.622665 -2.995736 -6.395477 0.07 0.00 -0.01
C 1.626723 -4.155052 -5.631070 -0.01 0.02 -0.02
C 0.822383 -4.244857 -4.505713 0.07 0.01 0.05
C -4.100058 1.939655 0.751697 0.01 0.13 -0.02
C -3.219607 2.759704 0.053103 -0.04 -0.11 0.01
C -3.265150 4.136177 0.213288 0.10 0.02 0.03
C -4.169477 4.715011 1.090901 -0.02 0.01 -0.02
C -5.044607 3.906010 1.804749 0.03 -0.01 -0.03
C -5.013410 2.531491 1.629437 0.04 -0.01 0.05
H -6.924435 -2.377934 0.253757 -0.01 0.00 0.03
H -5.738129 -3.433850 1.039497 -0.01 -0.01 -0.02
H -5.751220 -3.273552 -0.711077 -0.11 0.06 0.13
H -6.372491 0.131821 0.569042 0.03 0.00 0.00
H -3.608245 -3.770377 0.259515 -0.04 0.21 0.05
H -0.181163 -4.960058 3.325460 -0.01 0.07 -0.02
H -1.651592 -6.427864 1.705697 0.01 -0.02 -0.02
H -1.922223 -5.717658 0.104873 -0.03 -0.01 0.03
H -3.177924 -5.611189 1.342511 0.03 -0.01 -0.01
H 1.850566 -3.757860 3.939371 0.00 0.05 -0.02
H 3.110974 -2.812149 5.835679 -0.01 0.01 -0.03
H 2.412932 -0.666337 6.842286 -0.02 0.00 -0.02
H 0.432916 0.519480 5.949396 0.01 0.00 -0.03
H -0.847392 -0.457305 4.070591 0.01 0.01 -0.01
H -2.142396 -4.951367 -4.054115 -0.02 0.04 0.04
H -4.197761 -5.644198 -2.606548 0.00 0.00 -0.04
H -4.945927 -4.170246 -1.995430 0.05 -0.14 -0.10
H -4.143646 -5.273052 -0.874979 -0.06 -0.01 -0.12
H -0.557654 -1.171190 -4.550596 -0.05 0.10 -0.01
H 0.828959 -1.014699 -6.601718 0.01 0.00 0.02
H 2.233013 -2.928451 -7.288063 -0.01 -0.01 0.02
H 2.252372 -4.991346 -5.918645 -0.03 -0.01 0.00
H 0.791335 -5.161799 -3.928021 0.02 0.04 0.00
H -2.515791 2.340682 -0.659414 -0.03 0.03 -0.01
H -2.584998 4.757710 -0.352622 0.03 0.00 0.02
H -4.193219 5.791230 1.211073 0.02 -0.01 0.01
H -5.757434 4.347179 2.491104 0.00 0.00 0.01
H -5.696142 1.899801 2.186360 -0.01 -0.01 -0.02
N 2.219634 -2.424170 -0.328916 -0.51 0.02 0.12
C 3.518329 -2.529992 -0.713832 0.21 -0.09 0.09
C 4.212459 -3.723250 -0.656168 -0.18 -0.03 -0.05
C 5.565753 -3.796687 -1.019762 0.11 0.09 -0.04
C 6.251359 -2.687667 -1.432936 0.06 -0.15 0.03
C 5.586141 -1.441202 -1.479036 -0.20 -0.04 0.03
C 6.227435 -0.248124 -1.876461 0.00 0.09 0.00
C 5.537250 0.927705 -1.858546 0.14 -0.07 0.00
C 4.192429 0.916276 -1.438867 -0.17 -0.02 -0.01
N 3.548933 -0.169256 -1.092451 -0.15 -0.01 -0.19
C 4.221083 -1.347295 -1.114322 0.28 0.03 0.00
H 1.676049 -3.245204 -0.134718 0.01 -0.09 -0.08
H 1.690365 -1.614910 -0.602828 0.28 -0.07 -0.14
H 3.693115 -4.619393 -0.333696 0.01 0.03 -0.01
H 6.069857 -4.754533 -0.967573 -0.01 0.01 0.00
H 7.298384 -2.745564 -1.707340 -0.03 0.02 -0.01
H 7.266320 -0.289296 -2.185145 -0.01 0.02 0.01
H 5.999729 1.860167 -2.155653 -0.03 0.00 0.04
H 3.635911 1.844045 -1.395974 0.03 0.01 0.01
C 1.134210 3.038834 -0.488814 -0.47 0.04 -0.10
Si 0.568367 4.585376 -1.252708 0.15 0.13 0.18
C -0.826353 4.591830 -2.589828 0.14 -0.24 -0.20
N -1.595800 3.350784 -2.696608 -0.09 0.07 0.13
C -2.962571 3.474225 -3.225174 0.06 -0.18 0.01
C -3.097172 3.072134 -4.702378 0.13 0.12 0.03
C -1.821972 3.459183 -5.444178 -0.05 -0.12 -0.03
C -0.645021 2.641462 -4.893340 -0.02 0.15 0.16
C -0.847721 2.320638 -3.392092 -0.06 -0.02 -0.15
C -0.110006 5.776296 0.068699 -0.03 -0.12 0.09
C -0.586149 7.042930 -0.282641 -0.02 -0.04 0.06
C -1.179599 7.879199 0.653411 -0.03 0.01 0.01
C -1.305443 7.462692 1.974483 0.02 0.02 -0.03
C -0.812727 6.221670 2.351825 -0.01 0.00 -0.03
C -0.223067 5.389874 1.406580 0.06 -0.06 -0.05
C 1.958877 5.588500 -2.101295 0.05 -0.01 0.05
C 2.644967 6.604425 -1.427480 -0.04 -0.03 -0.05
C 3.735572 7.249005 -1.996586 0.02 -0.01 -0.02
C 4.180294 6.883855 -3.260946 -0.05 0.00 0.06
C 3.521821 5.873158 -3.948336 0.06 0.00 -0.02
C 2.430554 5.238112 -3.370144 -0.12 -0.02 -0.03
H 1.530138 3.297386 0.505443 0.02 -0.06 -0.08
H 1.978628 2.634632 -1.050200 -0.03 -0.11 -0.10
H -0.409931 4.889807 -3.569561 -0.02 0.12 0.15
H -1.514775 5.387586 -2.298398 0.03 0.08 0.00
H -3.287834 4.508524 -3.102547 0.04 0.03 0.05
H -3.635330 2.856092 -2.616758 -0.01 0.04 -0.03
H -3.972707 3.560072 -5.135842 -0.03 -0.05 -0.01
H -3.249763 1.991735 -4.787800 -0.03 0.01 -0.02
H -1.637166 4.526684 -5.298365 -0.03 -0.01 -0.04
H -1.931147 3.294485 -6.518612 0.03 0.03 0.00
H 0.292176 3.183490 -5.046184 -0.02 -0.05 -0.01
H -0.564309 1.707963 -5.442411 0.08 -0.23 -0.13
H 0.120114 2.200166 -2.898378 -0.06 -0.06 0.04
H -1.396821 1.375570 -3.281211 0.08 0.04 -0.03
H -0.488092 7.383100 -1.310332 -0.03 0.01 0.02
H -1.548530 8.854012 0.355030 0.00 0.00 0.00
H -1.784969 8.105724 2.703808 0.03 0.00 0.00
H -0.899013 5.897272 3.383314 0.01 0.01 -0.03
H 0.138088 4.409046 1.702390 -0.09 0.09 0.03
H 2.317096 6.891706 -0.433680 0.03 0.03 -0.02
H 4.243839 8.036818 -1.452023 0.00 -0.02 0.01
H 5.036183 7.379538 -3.702863 -0.01 0.01 -0.01
H 3.863551 5.582453 -4.935663 -0.02 -0.02 0.02
H 1.930276 4.444345 -3.923032 0.06 0.06 0.02
F 5.283701 1.247096 4.745769 0.06 0.03 0.02
C 4.238756 1.081725 3.879286 -0.08 -0.05 0.00
C 3.243261 2.030857 3.839289 -0.07 0.16 0.08
C 2.174417 1.826230 2.966419 0.05 -0.07 -0.11
C 2.058097 0.710220 2.118361 0.11 -0.14 0.20
C 3.118323 -0.207566 2.217247 0.04 0.21 0.20
C 4.202378 -0.038888 3.080594 0.04 -0.16 -0.08
H 3.304753 2.907367 4.477663 0.02 -0.05 -0.03
H 1.398790 2.593968 2.949583 0.04 -0.03 0.04
H 3.116430 -1.096747 1.593949 0.01 -0.02 0.08
H 5.005715 -0.767026 3.137321 -0.02 0.03 0.01
C -2.127901 3.131184 4.803356 0.03 -0.04 -0.06
N -2.554489 1.928199 4.115567 0.17 0.08 0.01
C -3.556994 1.100205 4.744579 0.01 -0.05 -0.05
C -1.975900 1.565416 2.962150 -0.08 0.07 0.00
O -1.100968 2.211937 2.385703 -0.05 -0.44 -0.07
H -2.999128 3.685357 5.155291 -0.02 0.00 -0.03
H -1.561894 3.744268 4.106971 -0.01 0.00 0.00
H -1.492220 2.886273 5.658789 -0.02 -0.01 0.01
H -3.201776 0.715805 5.704039 0.02 0.00 0.00
H -3.791470 0.256912 4.094746 0.00 0.01 0.01
H -4.469364 1.676143 4.914634 -0.01 0.01 -0.02
H -2.363924 0.616268 2.556714 0.04 0.06 0.05

18
Properties=species:S:1:pos:R:3:forces:R:3 method="wB97M-V/def2-TZVPD" lumo_ev=-8.43 e_above_lowest_kcal_mol=140.2 e_homo_ev=-13.25 charge=+1
C -1.765725 0.074245 1.484081 0.06 -0.48 0.19
C -2.433810 0.013659 0.141176 0.61 0.34 -1.35
C -1.505881 -0.407246 -1.047421 -0.12 -0.86 1.56
C -0.268235 0.523926 -1.126034 -1.39 -2.09 0.08
C 0.733812 0.201166 -0.440948 0.65 3.74 -1.94
N 4.378556 -0.319463 0.325907 0.20 -1.02 0.04
H -0.666120 0.121047 1.367131 0.07 -0.09 0.12
H -2.040648 0.923890 2.079389 -0.09 0.65 0.05
H -1.999537 -0.777930 2.115878 0.15 -0.29 -0.17
H -3.188131 -0.764233 0.070088 -0.35 0.03 0.25
H -2.836395 0.947857 -0.221058 -0.53 0.40 0.52
H -1.106998 -1.374402 -0.738980 -0.17 -0.25 -0.49
H -2.082938 -0.499168 -1.960199 0.42 0.24 -0.32
H -0.285968 1.333293 -1.862585 0.26 0.21 0.23
H 1.768326 0.535732 -0.369387 0.28 -1.53 1.28
H 3.486753 0.030961 0.038010 0.22 0.59 0.02
H 5.086318 0.361077 0.550961 -0.32 0.40 -0.08
H 4.726621 -0.924413 -0.406011 0.06 0.00 0.04

49
Properties=species:S:1:pos:R:3:forces:R:3 method="wB97M-V/def2-TZVPD" multiplicity=4 s2=3.78 lumo_ev="4.76 / 4.76" e_above_lowest_kcal_mol=21.8 e_homo_ev="-0.19 / -1.63" charge=-2
V -1.193811 1.034363 0.740644 0.19 -0.39 0.64
O -2.548859 4.399247 2.026691 0.04 -0.09 -0.05
Cl -2.195316 3.103729 1.508285 -1.31 2.99 1.54
O -1.885536 3.233564 0.106621 0.31 -0.51 -0.57
O -1.035296 2.615240 2.229730 0.47 -0.13 0.33
O -3.282744 2.191546 1.704531 -0.34 -0.51 -0.07
C 0.698962 1.280271 0.403991 1.95 0.41 -0.75
C 1.919490 1.441073 0.344976 -0.03 -0.06 -0.16
C 3.329619 1.568476 0.392531 0.03 0.02 0.13
C 4.146236 1.375743 -0.735903 0.00 -0.02 0.04
C 5.523645 1.482552 -0.646346 0.08 0.02 0.01
C 6.138075 1.789162 0.562352 0.03 0.01 0.01
C 5.345539 1.991565 1.688233 0.04 0.01 -0.04
C 3.969132 1.886417 1.607906 0.04 0.00 -0.07
H 3.678683 1.124617 -1.679206 -0.03 -0.01 0.01
H 6.134773 1.320530 -1.528091 -0.04 -0.01 -0.02
H 7.217349 1.865771 0.628554 -0.01 0.00 -0.01
H 5.813433 2.230798 2.637396 -0.03 0.00 0.01
H 3.350317 2.042783 2.481669 -0.01 -0.02 0.00
C -1.293304 -2.849916 3.024087 -0.10 0.11 0.16
C -1.705891 -1.406501 2.688944 0.24 -0.32 -0.18
C -3.124908 -1.429847 2.114876 0.17 0.05 0.16
C -0.672292 -0.734368 1.755159 -0.46 -0.59 0.64
H -1.992597 -3.329388 3.724591 0.04 -0.03 0.00
H -0.290387 -2.873582 3.457838 0.00 -0.02 0.00
H -1.274741 -3.443722 2.105512 0.02 -0.02 -0.01
H -1.732261 -0.846567 3.634078 -0.03 0.05 -0.02
H -3.126067 -1.919360 1.138546 -0.03 0.00 -0.05
H -3.503889 -0.419468 1.977657 -0.08 0.04 -0.09
H -3.810971 -1.971774 2.778999 -0.01 0.00 -0.03
H -0.415528 -1.463882 0.965249 0.01 -0.03 -0.01
H 0.248127 -0.597284 2.341210 0.06 -0.01 -0.07
F 1.783218 -1.571981 -1.813571 0.20 -0.18 0.08
C 0.575029 -1.595422 -2.388091 0.06 0.92 0.35
C -0.201487 -0.489945 -2.344852 0.00 -0.57 -0.41
N -1.404861 -0.435231 -3.008469 0.13 0.07 0.23
C -2.289842 0.720224 -2.830914 -0.35 -0.22 0.23
C -3.127562 0.594002 -1.519279 0.05 0.38 -0.35
O -4.331708 0.810074 -1.582022 0.15 -0.11 -0.02
O -2.429575 0.307935 -0.496054 -1.26 -1.01 -1.39
C -1.900755 -1.531622 -3.676308 -0.29 0.18 -0.21
O -2.947445 -1.531014 -4.303962 0.08 -0.07 0.11
N -1.104153 -2.651924 -3.616027 0.34 0.04 0.13
C 0.172308 -2.791287 -3.052785 -0.62 -0.40 -0.45
O 0.775703 -3.840453 -3.189005 0.21 0.00 0.13
H 0.119723 0.395618 -1.812156 0.02 0.05 0.14
H -2.970551 0.759517 -3.673147 0.04 0.01 -0.07
H -1.681714 1.623665 -2.786077 0.04 -0.02 0.06
H -1.465307 -3.463929 -4.088578 -0.02 -0.02 -0.07

11
Properties=species:S:1:pos:R:3:forces:R:3 method="wB97M-V/def2-TZVPD" lumo_ev=-0.04 e_above_lowest_kcal_mol=120.3 e_homo_ev=-9.15 charge=0
C 1.073106 -0.081139 -0.028313 5.08 5.82 0.64
C -0.107173 0.792985 -0.209552 1.53 -4.03 -0.16
H 2.783289 1.356524 0.026534 -2.51 -5.41 0.86
H -0.657332 -2.202448 -0.675252 -0.63 -0.76 -0.65
H -1.870994 0.737731 1.267103 -2.00 -3.31 -4.00
N 0.822703 -1.270979 0.057831 4.07 -3.76 -0.08
N -0.409549 -1.450563 -0.084402 -4.49 -1.10 1.20
N -0.971756 -0.254065 -0.322827 -5.41 0.56 -0.14
O 2.408953 0.216656 0.240921 1.21 5.50 -1.09
O -2.250800 -0.055042 0.338909 3.32 3.18 2.93
O -0.425697 1.921682 -0.173006 -0.17 3.32 0.48

Number 1: total energy -99693.0777 eV. Number 2: total energy -6857.4778 eV. Number 3: total energy -79239.0217 eV. Number 4: total energy -12728.7407 eV.